No. 1
The following is a quantum chemistry calculation of a structure of composition ClH31InO15, from OMol25.

Results
**HOMO level**: -5.91 eV
**Net charge**: -1

Element x y z (Å)
In1 -2.552391 1.451692 0.776890
Cl1 -3.223453 3.813064 0.923285
O1 1.430084 -0.236124 -2.491966
O2 -0.522917 1.422412 1.349900
O3 3.025019 -0.765328 2.969836
O4 -1.702372 -2.960046 1.589235
O5 0.739996 -3.472294 -1.015160
O6 0.230598 4.890941 3.677507
O7 -2.663866 -1.075549 -2.777899
O8 5.284615 0.597266 1.897478
O9 0.280870 -0.868823 0.157906
O10 1.537068 -4.128830 2.149343
O11 2.055390 2.665522 2.839850
O12 -3.229656 -2.908569 -4.875457
O13 -2.344454 4.442868 -2.346161
O14 -5.282712 0.669593 -1.728014
O15 4.263866 -0.467555 -1.635881
H1 0.218096 -0.405599 1.012576
H2 -2.554108 1.057344 -0.907568
H3 -6.183861 0.357537 -1.849828
H4 2.425435 1.784768 2.971707
H5 4.974623 0.502265 0.988140
H6 3.396252 -0.749964 -1.965019
H7 1.384244 -4.249807 1.204417
H8 -2.417693 4.291067 -1.391005
H9 1.792893 -3.202109 2.229640
H10 2.969050 -1.349983 3.731414
H11 3.861001 -0.286478 3.058277
H12 -2.119256 -0.294340 -2.933600
H13 1.311866 -0.343096 -1.531943
H14 0.967611 4.527354 3.170999
H15 1.140437 2.471370 2.585265
H16 -5.170542 1.428565 -2.309494
H17 -0.102252 2.051362 0.749368
H18 -0.459431 4.232188 3.534179
H19 -3.469919 0.418746 1.786242
H20 -1.817864 5.244128 -2.416302
H21 -3.056027 -2.404848 -4.059278
H22 -2.994381 -3.816547 -4.669078
H23 0.560422 -4.226129 -1.585053
H24 0.653006 -1.747098 0.291479
H25 -0.990274 -3.423950 2.042182
H26 4.748786 -1.277988 -1.455841
H27 0.864490 -2.736641 -1.629087
H28 1.833184 0.631113 -2.602718
H29 -1.277869 -2.360532 0.962625
H30 5.662052 1.479765 1.956047
H31 -3.475635 -0.672712 -2.429414

Cartesian forces (eV/Å) of the 3 atoms listed first:
In 0.0 -0.5 -0.2
Cl 0.1 0.1 0.0
O 0.5 -0.3 0.1

=====

No. 2
The following is a quantum chemistry calculation of an isolated molecule of C29H32N4O3S, from OMol25.

Results
**HOMO level**: -6.84 eV
**Net charge**: 0

Element x y z (Å)
S1 -2.587050 1.491974 -2.573691
O1 1.622208 2.506419 0.223307
O2 -0.788206 6.033207 1.564520
O3 -2.953914 2.347800 0.661689
N1 -0.514937 -5.597401 -5.391962
N2 3.098010 -2.372603 2.611024
N3 0.336823 4.047540 1.312787
N4 -1.775627 4.327145 0.375170
C1 3.274857 -2.136013 4.065318
C2 -1.905177 -3.492186 -2.740924
C3 3.771823 -3.596163 0.573298
C4 3.638157 -3.637077 2.077994
C5 -0.678080 2.271409 -0.023703
C6 -1.445799 -1.075121 -2.288131
C7 0.792913 -1.271430 -0.138940
C8 1.668954 -0.253205 3.999914
C9 0.495875 2.957528 0.436113
C10 -0.506101 0.839291 -0.601529
C11 1.779981 -2.017150 0.573006
C12 0.197115 -0.130164 0.424596
C13 -1.570031 0.261293 -1.360689
C14 -2.100905 -2.311495 -1.984303
C15 -0.841959 -1.071727 -3.557111
C16 2.123777 -1.695331 1.921411
C17 1.394754 -0.633185 2.555438
C18 -1.900259 2.908966 0.330453
C19 -0.625582 -2.239579 -4.324822
C20 -0.737632 4.891091 1.122427
C21 -3.211220 0.740458 -4.160403
C22 -2.963897 5.139880 0.372977
C23 -0.775260 -4.664912 -4.712573
C24 0.353532 0.006266 1.841113
C25 -1.184044 -3.462055 -3.955286
C26 2.447535 -3.153953 -0.116188
C27 1.542530 4.595826 1.879116
C28 3.044133 -0.701356 4.456921
C29 -4.320230 1.328195 -1.864596
H1 2.136348 3.816336 2.350647
H2 -4.996836 2.016039 -2.405165
H3 0.881326 -0.613658 4.686542
H4 3.125602 -0.625279 5.535693
H5 -2.632554 6.155172 0.142478
H6 4.560117 -2.881564 0.293538
H7 -2.749210 -2.384707 -1.105468
H8 3.777139 -0.041938 3.997491
H9 2.105662 4.963125 1.026995
H10 4.589388 -3.843903 2.570624
H11 -3.490825 5.091151 1.336966
H12 1.400421 5.404906 2.589147
H13 0.697373 -1.426852 -1.213258
H14 0.017632 -2.188950 -5.221537
H15 0.242726 1.011835 -1.369797
H16 2.675506 -2.852168 -1.148162
H17 -3.638938 -0.239526 -3.894041
H18 4.266786 -2.496308 4.335299
H19 -4.300916 1.577331 -0.791414
H20 1.616591 0.836739 4.035574
H21 -4.653334 0.290191 -2.045093
H22 -2.212357 -4.471123 -2.347350
H23 -3.596641 4.744234 -0.417454
H24 -0.162553 0.822931 2.387589
H25 -2.300753 0.077365 -0.581375
H26 2.961904 -4.444777 2.382226
H27 -2.364398 0.640558 -4.859318
H28 2.554415 -2.787310 4.581149
H29 -4.014407 1.414781 -4.525573
H30 -0.493036 -0.129889 -3.967300
H31 4.045363 -4.601338 0.228882
H32 1.755396 -4.015586 -0.172277

Cartesian forces (eV/Å) of the 3 atoms listed first:
S -1.5 0.3 0.8
O 0.3 0.4 0.2
O 0.1 -0.6 -0.3

=====

No. 3
The following is a quantum chemistry calculation of a cluster of 2 separate species, C4H9NO2 in total, from OMol25.

Results
**HOMO level**: -10.02 eV
**Net charge**: 0

Element x y z (Å)
O1 -0.467961 -1.604738 2.001833
O2 -0.875578 0.729743 -1.719303
N1 0.987477 0.687389 -0.359229
C1 -1.390687 0.453743 1.348408
C2 0.697385 -0.540558 0.136644
C3 0.173429 1.206867 -1.340522
C4 -0.132469 -0.454910 1.644863
H1 1.532964 -1.212992 0.345593
H2 0.575391 0.164514 2.257700
H3 -0.059714 -1.039670 -0.479527
H4 -1.923107 0.286456 2.286922
H5 -1.011717 1.456554 1.128471
H6 0.692713 2.082048 -1.766511
H7 1.523438 -1.360632 -2.815998
H8 1.655118 -0.789963 -3.256936
H9 -1.976683 -0.063851 0.587591

Cartesian forces (eV/Å) of the 3 atoms listed first:
O 1.4 0.2 -0.7
O 0.4 0.6 0.0
N 1.0 -1.8 2.6

=====

Number 1: frontier orbital gap 7.87 eV, E_tot -48915.7825 eV. Number 2: frontier orbital gap 6.06 eV, E_tot -53527.8199 eV. Number 3: frontier orbital gap 6.93 eV, E_tot -9873.5028 eV.